Arrangement i

The following is a DFT calculation (ωB97M-V with the def2-TZVPD basis set) of a 2-piece molecular cluster, C2H9N2O overall.

Each line ends with the Mulliken charge.
Element x y z (Å)
C  0.37379  0.25928  -2.32869  -0.864
N  0.00033  -1.12310  1.02842  -0.224
C  0.07917  -0.99594  -0.27051  0.188
N  0.23927  0.15037  -0.88360  -0.162
H  0.61146  1.28928  -2.58238  0.315
H  1.17638  -0.39700  -2.67638  0.335
H  -0.54940  -0.00810  -2.83832  0.335
H  0.05162  -0.28654  1.60568  0.241
H  -0.31015  -2.00815  1.39603  0.251
H  0.03139  -1.85894  -0.91861  0.386
H  0.21837  0.97422  -0.30442  0.238
H  -0.17074  1.95557  2.79929  0.339
H  -1.07062  0.87920  3.40839  0.321
O  -0.68087  1.16985  2.56510  -0.699

**LUMO**: -3.2950 eV
**Net charge**: +1
**HOMO**: -0.552 Ha

---

Arrangement ii

The following is a DFT calculation (ωB97M-V with the def2-TZVPD basis set) of a 2-piece molecular cluster, C2H9N2O overall.

Each line ends with the Mulliken charge.
Element x y z (Å)
C  0.49234  -0.27036  -0.91344  -0.051
C  0.68414  0.30038  0.30873  -0.510
N  1.79212  -0.26756  1.15273  -0.313
N  0.68261  -1.67386  -1.07021  -0.537
H  0.09334  0.38214  -1.67631  0.393
H  -0.17417  0.71530  0.82225  0.379
H  1.90493  0.19630  2.05527  0.349
H  2.61407  0.09703  0.67104  0.399
H  1.78878  -1.28421  1.28698  0.341
H  1.63727  -2.00858  -1.16810  0.259
H  0.16436  -1.90828  -1.91354  0.287
H  -3.41067  0.93062  0.72387  0.316
H  -3.68431  2.36240  0.67232  0.323
O  -3.15700  1.69910  0.22911  -0.634

**LUMO**: -4.0735 eV
**Net charge**: +1
**HOMO**: -0.500 Ha

---

The data favor arrangement i; the next most stable structure lies 288.1 kJ/mol above it.

---

Arrangement i

The following is a DFT calculation (ωB97M-V with the def2-TZVPD basis set) of a 5-piece molecular cluster, C3H16O4S overall.

Each line ends with the Mulliken charge.
Element x y z (Å)
C  1.95874  -1.64445  1.17414  -1.427
C  0.87410  -0.69430  1.72436  0.187
C  -0.24704  -1.37085  2.49010  -0.714
S  -1.94833  -0.99316  1.93538  -0.238
H  1.55537  -2.54029  0.69468  0.362
H  2.59514  -2.00436  1.98792  0.407
H  2.63992  -1.15417  0.48168  0.299
H  1.43300  -0.05730  2.39979  0.249
H  0.51087  -0.16444  0.84354  0.067
H  -0.18496  -1.08904  3.53898  0.353
H  -0.27134  -2.46055  2.47664  0.346
H  -1.93392  0.31451  2.09990  0.108
H  0.28164  -1.58524  -1.36979  0.305
H  1.21048  -2.04208  -2.62641  0.303
O  0.57139  -1.42274  -2.26785  -0.603
H  1.90274  1.25187  -2.21065  0.329
H  1.25524  0.88032  -3.54109  0.286
O  1.43132  1.61652  -2.95184  -0.608
H  -0.24404  2.47504  -0.64040  0.370
H  1.10903  2.90765  -0.95346  0.263
O  0.63345  2.49320  -0.22849  -0.617
H  -2.40431  1.76842  -2.35646  0.302
H  -0.87953  2.15856  -2.82793  0.333
O  -1.63114  2.32114  -2.25199  -0.663

**LUMO**: 0.3890 eV
**Net charge**: 0
**HOMO**: -0.332 Ha

---

Arrangement ii

The following is a DFT calculation (ωB97M-V with the def2-TZVPD basis set) of a 5-piece molecular cluster, C3H16O4S overall.

Each line ends with the Mulliken charge.
Element x y z (Å)
C  -3.15565  -0.03229  0.28316  -1.007
C  -1.83138  -0.78978  0.34900  -0.356
S  -0.34151  0.55036  1.17657  -0.185
C  -0.96875  1.96649  -0.38904  -1.212
H  -3.95597  -0.78434  0.45544  0.349
H  -3.13661  0.65990  1.12100  0.290
H  -3.38559  0.51334  -0.66818  0.271
H  -1.86344  -1.59161  1.04325  0.410
H  -1.23753  -1.04108  -0.54142  0.380
H  -0.09457  2.55454  -0.36800  0.556
H  -1.81199  2.48045  0.04811  0.349
H  -1.21000  1.57045  -1.39847  0.378
H  2.25103  0.80664  -1.24873  0.247
H  0.78942  0.95656  -0.77956  0.274
O  1.32833  0.57089  -1.51683  -0.629
H  3.65400  1.02189  0.00629  0.348
H  3.22508  -0.34535  0.72464  0.327
O  3.55927  -0.00597  -0.11220  -0.677
H  1.07318  -1.91883  -0.36803  0.392
H  1.27420  -1.29179  -1.67904  0.360
O  0.74866  -1.94814  -1.23680  -0.672
H  1.51124  -0.57458  1.37739  0.244
H  1.60653  -1.82017  2.30197  0.345
O  1.97203  -1.50758  1.41949  -0.784

**LUMO**: -0.1565 eV
**Net charge**: 0
**HOMO**: -0.344 Ha

---

The data favor arrangement i; the next most stable structure lies 210.2 kJ/mol above it.

---

Arrangement i

The following is a DFT calculation (ωB97M-V with the def2-TZVPD basis set) of a 2-piece molecular cluster, C2H6FNO overall.

Each line ends with the Mulliken charge.
Element x y z (Å)
C  0.77313  1.04792  0.95852  -0.867
C  -0.13000  -1.50201  -1.06755  -0.288
N  -1.12392  -0.78810  -0.56529  -0.093
O  0.46812  1.46466  -0.41340  -0.578
F  -0.48192  -2.79035  -1.12369  -0.157
H  1.53019  1.64318  1.36088  0.312
H  1.12340  0.09152  0.88253  0.412
H  -0.01038  1.02697  1.64304  0.344
H  -1.10401  0.21334  -0.31285  0.315
H  -2.03044  -1.34264  -0.37262  0.237
H  0.98583  0.93552  -0.98957  0.364

**LUMO**: 0.9889 eV
**Net charge**: 0
**HOMO**: -0.345 Ha

---

Arrangement ii

The following is a DFT calculation (ωB97M-V with the def2-TZVPD basis set) of a 2-piece molecular cluster, C2H6FNO overall.

Each line ends with the Mulliken charge.
Element x y z (Å)
C  1.03205  0.78024  0.33725  -0.919
C  0.18667  -0.01519  -0.58984  0.088
N  -1.58697  -0.51889  0.71452  -0.393
O  0.57066  -1.23063  -0.92848  -0.433
F  -2.45915  0.43461  0.37933  -0.170
H  1.44275  -0.00153  0.99109  0.416
H  1.65806  1.38167  -0.30293  0.304
H  0.26822  1.54829  0.75529  0.232
H  -0.42687  0.56219  -1.33044  0.356
H  -1.92986  -1.44252  0.23977  0.196
H  1.24445  -1.49824  -0.26556  0.321

**LUMO (spin up / spin down)**: 0.6416 / 0.6416 eV
**Net charge**: 0
**HOMO (spin up / spin down)**: -0.283 / -0.283 Ha

---

The data favor arrangement i; the next most stable structure lies 255.6 kJ/mol above it.

---

Arrangement i

The following is a DFT calculation (ωB97M-V with the def2-TZVPD basis set) of a 2-piece molecular cluster, C4H12 overall.

Each line ends with the Mulliken spin population.
Element x y z (Å)
C  0.62569  -0.19046  1.89623  -1.450
C  2.14581  -0.41251  1.80003  0.923
H  0.27651  -0.10333  0.90848  1.167
H  0.14439  -1.19441  2.15751  -0.152
H  0.42444  0.60500  2.62870  -0.289
H  2.55970  -0.74930  0.94526  -0.314
H  2.65767  0.51734  1.94069  -0.091
H  2.54178  -1.03066  2.62639  -0.211
C  -1.22514  0.40397  -1.09931  1.302
C  -1.53176  0.18393  -2.63996  0.824
H  -1.38561  -0.44625  -0.55512  0.089
H  -0.11708  0.66759  -0.95591  0.269
H  -2.06127  1.19535  -0.86170  -0.179
H  -1.60334  -0.93107  -2.84340  -0.295
H  -0.89877  0.78686  -3.32441  -0.376
H  -2.55303  0.69797  -2.62347  -0.217

**LUMO (spin up / spin down)**: 4.2595 / 4.2932 eV
**Multiplicity**: 2
**Net charge**: -1
**HOMO (spin up / spin down)**: 0.054 / -0.268 Ha
**⟨S²⟩**: 0.75

---

Arrangement ii

The following is a DFT calculation (ωB97M-V with the def2-TZVPD basis set) of a 2-piece molecular cluster, C4H12 overall.

Each line ends with the Mulliken spin population.
Element x y z (Å)
C  2.80461  -0.21388  -0.04325  1.284
C  2.63938  -1.27661  -1.16771  0.817
H  2.41425  0.78920  -0.20390  -0.484
H  2.25746  -0.55901  0.83810  -0.342
H  3.87674  -0.14830  0.15966  -0.105
H  3.52955  -1.19605  -1.79521  -0.171
H  1.81945  -0.98786  -1.83439  -0.175
H  2.43614  -2.26742  -0.77835  -0.334
C  -2.61442  0.78058  -0.19667  1.313
C  -2.73885  0.67016  1.34780  1.009
H  -1.78854  1.44949  -0.41976  -0.543
H  -2.56199  -0.22624  -0.60645  -0.409
H  -3.54877  1.22077  -0.54765  0.006
H  -2.23817  -0.15797  1.84407  -0.446
H  -3.79817  0.49684  1.59896  -0.163
H  -2.48868  1.62631  1.80473  -0.258

**LUMO (spin up / spin down)**: 4.2524 / 4.4493 eV
**Multiplicity**: 2
**Net charge**: -1
**HOMO (spin up / spin down)**: 0.058 / -0.296 Ha
**⟨S²⟩**: 0.75

---

Arrangement iii

The following is a DFT calculation (ωB97M-V with the def2-TZVPD basis set) of a 2-piece molecular cluster, C4H12 overall.

Each line ends with the Mulliken spin population.
Element x y z (Å)
C  1.67271  -0.73535  1.73092  1.153
C  0.20127  -0.96667  2.11924  1.333
H  2.36437  -1.48799  2.04644  -0.318
H  1.77022  -0.56423  0.65531  -0.283
H  1.95771  0.11208  2.37482  -0.320
H  -0.08712  -2.00835  1.84269  -0.407
H  -0.45981  -0.31109  1.57076  -0.218
H  0.10398  -1.13176  3.18933  -0.417
C  -1.18904  0.23578  -2.26632  1.172
C  -0.72585  1.53986  -1.62140  0.691
H  -1.73999  0.42824  -3.16278  -0.100
H  -0.25137  -0.30099  -2.51666  -0.465
H  -1.75369  -0.45537  -1.65218  -0.404
H  0.07973  2.07956  -2.14442  -0.274
H  -1.59272  2.19275  -1.54552  -0.261
H  -0.35040  1.37353  -0.62023  0.117

**LUMO (spin up / spin down)**: 4.3986 / 4.5239 eV
**Multiplicity**: 2
**Net charge**: -1
**HOMO (spin up / spin down)**: 0.057 / -0.274 Ha
**⟨S²⟩**: 0.75

---

The data favor arrangement ii; the next most stable structure lies 13.7 kJ/mol above it.

---

Arrangement i

The following is a DFT calculation (ωB97M-V with the def2-TZVPD basis set) of a 2-piece molecular cluster, C4H12 overall.

Each line ends with the Mulliken spin population.
Element x y z (Å)
C  1.38761  1.17516  -0.09273  -0.088
C  1.45444  1.72058  -1.46083  1.136
H  2.41512  1.23726  0.20897  -0.280
H  0.78721  1.72620  0.59319  -0.085
H  0.90038  0.13562  0.03514  0.348
H  1.52811  2.74779  -1.38979  -0.134
H  0.67023  1.34806  -2.00024  -0.533
H  2.25347  1.20999  -2.10785  -0.183
C  -1.52153  -1.88243  0.22716  2.720
C  -1.32766  -0.86589  1.43326  0.796
H  -0.92602  -1.70884  -0.68275  -0.462
H  -1.23659  -2.82213  0.65872  -0.382
H  -2.38982  -1.81230  -0.33228  -1.075
H  -0.35531  -1.18463  1.79572  0.034
H  -1.55606  0.18217  0.97875  -0.285
H  -2.08359  -1.20660  2.13556  -0.526

**LUMO (spin up / spin down)**: 4.3114 / 4.3718 eV
**Multiplicity**: 2
**Net charge**: -1
**HOMO (spin up / spin down)**: 0.056 / -0.268 Ha
**⟨S²⟩**: 0.75

---

Arrangement ii

The following is a DFT calculation (ωB97M-V with the def2-TZVPD basis set) of a 2-piece molecular cluster, C4H12 overall.

Each line ends with the Mulliken spin population.
Element x y z (Å)
C  -2.36743  -0.11660  -0.43153  1.318
C  -1.88955  -1.55461  -0.32868  1.628
H  -3.45106  -0.11538  -0.27420  -0.318
H  -1.94785  0.60850  0.26749  -0.313
H  -2.14527  0.32698  -1.40784  -0.455
H  -1.74081  -1.90119  0.69513  -0.392
H  -0.95108  -1.71623  -0.85935  -0.214
H  -2.64650  -2.21525  -0.76388  -0.569
C  2.23022  1.22126  1.02353  0.981
C  2.03375  0.45807  -0.27048  0.949
H  2.99592  1.99149  0.93390  -0.198
H  1.28443  1.63848  1.37150  -0.234
H  2.51201  0.48982  1.78899  -0.397
H  1.27031  -0.32017  -0.14971  0.170
H  2.89570  -0.10116  -0.64911  -0.350
H  1.67113  1.01500  -1.13988  -0.606

**LUMO (spin up / spin down)**: 4.3578 / 4.4887 eV
**Multiplicity**: 2
**Net charge**: -1
**HOMO (spin up / spin down)**: 0.057 / -0.291 Ha
**⟨S²⟩**: 0.75

---

The data favor arrangement ii; the next most stable structure lies 129.0 kJ/mol above it.

---

Arrangement i

The following is a DFT calculation (ωB97M-V with the def2-TZVPD basis set) of a 3-piece molecular cluster, C4H7NO2S overall.

Each line ends with the Mulliken charge.
Element x y z (Å)
C  2.70858  -0.35507  -0.11289  -0.069
C  1.78789  0.36309  -0.39507  0.248
C  0.43434  -0.91450  2.21177  0.668
C  0.39346  0.67344  -0.74233  -0.833
N  -0.20895  0.09570  2.16116  -0.464
O  1.10284  -1.83561  2.05297  -0.388
O  -4.24032  0.60084  -2.59801  -0.635
S  4.18559  -1.12635  0.41998  -0.269
H  0.24915  1.72624  -0.56831  0.283
H  -0.15800  0.16636  0.03005  0.192
H  0.15318  0.18967  -1.66424  0.298
H  -4.05272  1.36894  -1.92363  0.328
H  -0.86658  0.49886  2.70541  0.187
H  -5.13335  0.69600  -2.82528  0.307
H  3.64488  -2.14761  1.24840  0.146

**LUMO**: 0.5303 eV
**Net charge**: 0
**HOMO**: -0.315 Ha

---

Arrangement ii

The following is a DFT calculation (ωB97M-V with the def2-TZVPD basis set) of one molecule with the formula C4H7NO2S.

Each line ends with the Mulliken charge.
Element x y z (Å)
C  0.63616  -1.04623  -2.09802  -1.011
C  -0.72713  -0.98493  -1.38673  -0.431
C  0.14102  -0.00026  0.94912  0.617
C  -0.36321  2.01320  2.30086  0.076
H  1.54608  -1.16542  -1.41939  0.292
H  0.61794  -1.81760  -2.88428  0.317
H  0.79873  -0.14349  -2.64533  0.315
H  -1.52309  -0.86833  -2.16091  0.346
H  -0.95419  -1.86103  -0.83298  0.342
H  1.11583  0.67760  2.59934  0.276
H  -1.25651  2.23585  1.68094  0.261
N  0.35926  0.91784  1.95217  -0.137
O  0.74878  -1.06313  0.95420  -0.577
O  -0.12694  2.66044  3.28943  -0.523
S  -1.01272  0.44550  -0.29845  -0.161

**LUMO**: 0.5546 eV
**Net charge**: 0
**HOMO**: -0.368 Ha

---

Arrangement iii

The following is a DFT calculation (ωB97M-V with the def2-TZVPD basis set) of C4H7NO2S as an isolated structure.

Each line ends with the Mulliken charge.
Element x y z (Å)
C  -0.30150  -1.04742  0.18589  0.258
C  0.19378  0.29124  0.61673  -0.045
C  0.33881  1.22842  -0.55388  -0.620
C  1.63103  0.74633  0.28918  -0.190
H  -3.19094  0.24038  -0.97580  0.382
H  -2.37482  -1.66874  -0.12714  0.345
H  -0.27883  0.90654  1.52062  0.354
H  -0.03185  2.34497  -0.55471  0.267
H  0.40515  0.57391  -1.49974  0.261
H  2.23443  1.47150  0.88478  0.345
H  2.67184  -1.49960  1.04507  0.153
N  -1.65872  -1.01577  -0.57182  -0.236
O  -2.45425  0.16030  0.02302  -0.500
O  0.27538  -2.09825  0.15318  -0.483
S  2.54050  -0.63382  -0.43537  -0.292

**LUMO**: 0.3569 eV
**Net charge**: 0
**HOMO**: -0.317 Ha

---

Arrangement iv

The following is a DFT calculation (ωB97M-V with the def2-TZVPD basis set) of a 3-piece molecular cluster, C4H7NO2S overall.

Each line ends with the Mulliken charge.
Element x y z (Å)
C  3.19147  -0.59467  1.54437  -0.287
C  4.08376  -0.34807  0.74608  -0.388
C  -2.54790  1.66492  -0.71796  -0.272
C  -2.22158  -0.42181  0.34036  -0.464
N  -2.32853  1.00574  0.28653  -0.384
O  2.03925  -1.66411  -1.56334  -0.353
O  0.78962  -0.01209  -0.19470  -0.352
S  1.86879  -0.32634  -1.08122  0.604
H  2.27828  -0.68119  2.06564  0.369
H  -2.75349  2.71723  -0.65433  0.268
H  4.66879  -0.26951  -0.12299  0.366
H  -2.49800  1.10158  -1.64874  0.216
H  -2.93217  -0.69181  1.05027  0.279
H  -2.50939  -0.88949  -0.64070  0.293
H  -1.12891  -0.59036  0.59072  0.105

**LUMO**: -0.8723 eV
**Net charge**: 0
**HOMO**: -0.330 Ha

---

The data favor arrangement ii; the next most stable structure lies 316.9 kJ/mol above it.